Entry 1:
C6H12O | ωB97M-V with the def2-TZVPD basis set

Last column: Mulliken spin population.
CARTESIAN COORDINATES (ANGSTROEM)
C (-1.55600, 0.09367, 0.44787)  0.481
C (-2.12332, 0.95587, -0.38263)  0.300
C (0.57573, -0.02694, -0.61701)  0.056
C (-0.33806, -0.76070, 0.01901)  0.040
C (-0.59476, -2.23029, 0.43484)  0.290
C (1.96641, -0.55908, -0.84163)  -0.169
H (-1.69696, 0.13860, 1.45255)  -0.045
H (-1.84495, 1.01183, -1.39349)  -0.004
H (-2.83515, 1.71307, -0.09806)  -0.086
H (0.29683, 0.97258, -0.79604)  0.084
H (-1.62297, -2.46659, 0.11898)  -0.029
H (-0.80796, -2.30954, 1.64982)  -0.017
H (0.34438, -2.83591, 0.19326)  -0.020
H (2.62650, 0.26112, -1.25455)  -0.034
H (2.00681, -1.38181, -1.51773)  0.078
H (2.49355, -0.87856, 0.18835)  0.038
H (0.46014, 1.85198, 0.85198)  -0.022
H (1.95326, 1.59746, 1.19889)  -0.002
O (1.38081, 2.18632, 0.63042)  0.061

## Properties
Energy relative to the best compared isomer or geometry (same formula, charge and spin) in kJ/mol: 291.8
Spin multiplicity: 2
E_tot in eV: -8459.8127
F_max in Eh/bohr: 0.1085
Net charge: -1
Orbital gap (alpha / beta) in eV: 2.757 / 7.588

---

Entry 2:
C6H12O | ωB97M-V with the def2-TZVPD basis set

Last column: natural (NBO) charge in e.
CARTESIAN COORDINATES (ANGSTROEM)
C (-2.99806, 0.37603, 1.12403)  -0.389
C (-2.09346, 1.32620, 1.25303)  -0.202
C (-0.65022, 0.83610, 1.27745)  -0.218
C (0.25182, 0.83880, 0.30429)  -0.161
C (1.73481, 0.58421, 0.55800)  -0.420
C (2.41287, -0.11237, -0.69952)  -0.612
H (-2.66093, -0.60807, 0.81712)  0.184
H (-4.03406, 0.34336, 1.15724)  0.192
H (-2.23616, 2.39323, 1.24517)  0.210
H (-0.52550, 0.68611, 2.27418)  0.196
H (0.10768, 1.16719, -0.63907)  0.189
H (2.20229, 1.56850, 0.61610)  0.209
H (1.96223, -0.02685, 1.52994)  0.207
H (3.39660, -0.01058, -0.95795)  0.206
H (1.82259, 0.20753, -1.51878)  0.200
H (2.24929, -1.14881, -0.80539)  0.207
O (-0.13847, -2.53945, -2.54986)  -0.968
H (-1.11881, -2.53360, -2.47655)  0.489
H (0.31548, -3.34752, -2.50944)  0.480

## Properties
Energy relative to the best compared isomer or geometry (same formula, charge and spin) in kJ/mol: 315.6
E_tot in eV: -8461.0831
F_max in Eh/bohr: 0.0875
Orbital gap in eV: 10.201

---

Entry 3:
C6H12O | ωB97M-V with the def2-TZVPD basis set

Last column: natural (NBO) charge in e.
CARTESIAN COORDINATES (ANGSTROEM)
C (-1.34301, 1.22633, -2.15756)  -0.412
C (-0.40316, 1.47985, -1.22244)  -0.199
C (0.13587, 0.35087, -0.41495)  -0.233
C (1.38108, 0.35862, 0.09756)  0.048
C (2.10233, 1.39235, 0.90830)  -0.653
C (2.18025, -0.93007, -0.01419)  -0.647
H (-1.88736, 0.29131, -2.01399)  0.191
H (-1.57226, 1.87416, -2.98609)  0.203
H (-0.14117, 2.47412, -0.87421)  0.206
H (-0.34839, -0.60392, -0.58455)  0.194
H (3.14915, 1.30576, 0.61822)  0.210
H (2.14954, 1.20360, 1.99185)  0.231
H (1.84120, 2.43789, 0.71303)  0.217
H (2.51390, -1.47009, 0.86638)  0.213
H (2.98695, -0.82863, -0.74020)  0.220
H (1.55281, -1.66858, -0.53582)  0.211
O (-4.49191, -2.69222, 2.20623)  -0.935
H (-4.46021, -3.36227, 1.50973)  0.467
H (-5.34561, -2.83909, 2.63269)  0.467

## Properties
Energy relative to the best compared isomer or geometry (same formula, charge and spin) in kJ/mol: 253.2
E_tot in eV: -8461.7298
F_max in Eh/bohr: 0.0413
Orbital gap in eV: 8.859

---

Entry 4:
C6H12O | ωB97M-V with the def2-TZVPD basis set

Last column: natural (NBO) charge in e.
CARTESIAN COORDINATES (ANGSTROEM)
C (0.36798, -2.28691, -2.65081)  -0.370
C (-0.24043, -1.77683, -1.57887)  -0.223
C (0.42501, -1.01914, -0.53155)  -0.234
C (0.12441, -1.00230, 0.77797)  -0.152
C (0.75479, -0.00047, 1.65886)  -0.439
C (-0.24675, 0.84224, 2.45538)  -0.593
H (1.42980, -2.36932, -2.84128)  0.194
H (-0.25924, -2.67315, -3.44898)  0.191
H (-1.29639, -2.02435, -1.50507)  0.205
H (1.16621, -0.29054, -0.83833)  0.205
H (-0.69488, -1.54316, 1.23815)  0.196
H (1.36069, -0.43056, 2.47334)  0.208
H (1.42551, 0.69943, 1.15746)  0.209
H (0.25916, 1.51783, 3.14254)  0.212
H (-0.86831, 0.22224, 3.11941)  0.198
H (-0.98611, 1.42461, 1.90031)  0.191
O (-0.73218, 3.78292, -0.51648)  -0.934
H (-1.37021, 3.89411, -1.23301)  0.467
H (-1.24789, 3.32526, 0.16857)  0.467

## Properties
Energy relative to the best compared isomer or geometry (same formula, charge and spin) in kJ/mol: 178.5
E_tot in eV: -8462.5044
F_max in Eh/bohr: 0.0374
Orbital gap in eV: 9.521

---

Entry 5:
C6H12O | ωB97M-V with the def2-TZVPD basis set

Last column: natural (NBO) charge in e.
CARTESIAN COORDINATES (ANGSTROEM)
C (0.84915, -1.78978, -0.91493)  -0.389
C (0.85195, -0.81377, -0.01472)  -0.200
C (0.21567, 0.52978, -0.14435)  -0.026
C (-1.08341, 0.63542, 0.13630)  -0.388
C (1.19466, 1.65534, -0.01764)  -0.424
C (0.72027, 3.13573, 0.14009)  -0.608
H (1.17255, -2.82206, -0.85969)  0.204
H (0.34672, -1.61305, -1.86026)  0.191
H (1.35603, -0.87466, 0.95558)  0.199
H (-1.78460, -0.18153, 0.04133)  0.202
H (-1.60680, 1.55459, 0.37076)  0.191
H (1.78211, 1.45425, 0.90237)  0.202
H (1.94640, 1.55196, -0.80422)  0.215
H (0.44587, 3.44653, -0.87196)  0.210
H (1.59771, 3.65085, 0.52686)  0.211
H (-0.04848, 3.32751, 0.86794)  0.210
O (-2.61078, -4.28854, 0.13760)  -0.936
H (-1.93385, -4.44313, 0.80610)  0.470
H (-3.41117, -4.11545, 0.60285)  0.467

## Properties
Energy relative to the best compared isomer or geometry (same formula, charge and spin) in kJ/mol: 204.7
E_tot in eV: -8462.2329
F_max in Eh/bohr: 0.0373
Orbital gap in eV: 9.986

---

Entry 6:
C6H12O | ωB97M-V with the def2-TZVPD basis set

Last column: natural (NBO) charge in e.
CARTESIAN COORDINATES (ANGSTROEM)
C (1.82927, -1.10233, 0.19785)  -0.472
C (1.22975, 0.84816, -0.82945)  -0.448
C (0.24366, 1.29387, 0.01218)  -0.038
C (-1.20285, 1.19732, -0.38091)  -0.459
C (-1.82802, -0.20444, -0.08188)  -0.441
C (-0.82771, -0.99377, 0.74069)  0.007
O (-0.36152, -0.28676, 1.72447)  -0.642
H (1.50543, -0.77510, 1.18651)  0.243
H (1.78606, -2.17239, -0.00322)  0.194
H (2.78414, -0.69530, -0.12904)  0.192
H (2.24822, 1.20276, -0.70199)  0.214
H (0.98050, 0.52100, -1.83871)  0.209
H (0.51536, 1.82611, 0.91471)  0.224
H (-1.75942, 1.97534, 0.14598)  0.225
H (-1.29047, 1.40508, -1.45314)  0.213
H (-2.14957, -0.71863, -0.99388)  0.202
H (-2.71223, -0.05122, 0.54612)  0.227
H (-1.12814, -2.04367, 0.95326)  0.182
H (0.13752, -1.22602, -0.00952)  0.171

## Properties
Energy relative to the best compared isomer or geometry (same formula, charge and spin) in kJ/mol: 593.1
E_tot in eV: -8458.2069
F_max in Eh/bohr: 0.0059
Orbital gap (alpha / beta) in eV: 7.303 / 7.639

---

Entry 7:
C6H12O | ωB97M-V with the def2-TZVPD basis set

Last column: natural (NBO) charge in e.
CARTESIAN COORDINATES (ANGSTROEM)
C (1.17231, 0.00272, 1.54832)  -0.577
C (0.91578, 0.17808, 0.01872)  -0.378
C (1.24801, -1.08901, -0.62371)  -0.350
C (-1.00864, -0.61119, -2.08965)  -0.254
O (-1.45158, -0.05245, -0.86933)  -0.491
C (-0.58008, 0.52441, -0.07639)  0.324
C (-1.28310, 1.34412, 0.95842)  -0.679
H (2.23758, -0.16281, 1.71128)  0.209
H (0.85527, 0.85231, 2.16084)  0.209
H (0.63612, -0.88927, 1.89324)  0.203
H (1.51241, 1.04378, -0.31990)  0.207
H (1.10618, -2.01379, -0.07968)  0.181
H (1.90934, -1.10595, -1.48531)  0.182
H (-0.41438, -1.51626, -1.86139)  0.201
H (-1.91461, -0.78056, -2.66734)  0.197
H (-0.34274, 0.09146, -2.59071)  0.171
H (-1.46817, 0.81704, 1.90107)  0.205
H (-0.69618, 2.23993, 1.18986)  0.210
H (-2.24797, 1.65525, 0.55233)  0.230

## Properties
Energy relative to the best compared isomer or geometry (same formula, charge and spin) in kJ/mol: 437.4
E_tot in eV: -8459.8204
F_max in Eh/bohr: 0.0400
Orbital gap (alpha / beta) in eV: 8.762 / 6.464

---

Entry 8:
C6H12O | ωB97M-V with the def2-TZVPD basis set

Last column: natural (NBO) charge in e.
CARTESIAN COORDINATES (ANGSTROEM)
C (2.13273, -0.03801, -0.06605)  -0.609
C (1.08226, 0.38276, 0.99949)  -0.414
C (-0.49531, 0.14185, 1.09325)  -0.395
C (-1.34446, -0.32770, -0.12489)  -0.330
C (-1.69362, 0.76669, -1.12642)  -0.610
C (-0.43829, -1.38926, -0.65666)  0.457
O (0.22614, -1.29108, -1.65823)  -0.535
H (3.06182, 0.38895, 0.33098)  0.205
H (2.30994, -1.11146, -0.19089)  0.210
H (1.98468, 0.38751, -1.06396)  0.217
H (1.48758, -0.01595, 1.93757)  0.205
H (1.21505, 1.46686, 1.05859)  0.201
H (-0.90538, 1.10098, 1.42042)  0.220
H (-0.70345, -0.56507, 1.90769)  0.208
H (-2.27137, -0.81062, 0.23262)  0.218
H (-2.00690, 0.34836, -2.08912)  0.223
H (-2.51094, 1.39704, -0.75377)  0.211
H (-0.82564, 1.40477, -1.30669)  0.215
H (-0.30484, -2.23662, 0.05606)  0.105

## Properties
Energy relative to the best compared isomer or geometry (same formula, charge and spin) in kJ/mol: 115.4
E_tot in eV: -8463.1577
F_max in Eh/bohr: 0.0128
Orbital gap in eV: 10.561

---

Q: The highest F_max belongs to which entry?
A: number 1

---

Q: What is the formula in the third record?
A: C6H12O